3 unconnected molecules or ions with the total composition C2H8N4OS at a distorted geometry. Source: the OMol25 dataset; level of theory: ωB97M-V with the def2-TZVPD basis set.

```
! RIJCOSX wB97M-V def2-TZVPD def2/J DEFGRID3
* xyz 2 1
S -8.864 -1.048 -1.821
O -10.152 1.539 -0.730
N -10.221 2.816 1.188
N -9.423 -1.124 -0.370
N -9.266 -1.579 0.733
N 12.562 0.573 0.364
C -10.192 2.297 0.132
C -9.062 -1.629 1.945
H 11.987 1.062 1.014
H 13.095 1.086 -0.350
H -10.775 3.198 1.893
H -9.933 -0.421 -2.397
H -8.721 -0.816 2.507
H 11.770 0.106 -0.151
H 13.263 -0.255 0.751
H -9.108 -2.627 2.336
*
```

## Properties
HOMO-LUMO gap: 8.75 eV
Energy above the lowest of the compared OMol25 structures with the same formula, charge and spin: 23.8 kcal per mole

Results of the Löwdin charge analysis, in e, for atoms 1 through 6: 1.044 0.099 0.241 -0.367 0.004 0.282

***

4 unconnected molecules or ions with the total composition C4H16O4 at a distorted geometry. Source: the OMol25 dataset; level of theory: ωB97M-V with the def2-TZVPD basis set.

```
! RIJCOSX wB97M-V def2-TZVPD def2/J DEFGRID3
* xyz 0 1
O -2.191 2.513 2.982
O 0.718 3.173 0.672
O 2.677 5.173 3.038
O -0.563 -0.077 -2.891
C -0.026 -3.375 0.418
C -0.173 -1.554 -1.139
C 0.312 -1.159 -2.531
C -0.212 -2.991 -1.030
H -1.124 -1.025 -0.770
H 0.257 -4.426 0.636
H 0.673 -3.460 -1.561
H -0.985 -0.317 -3.805
H 2.290 5.038 2.070
H 0.849 -2.791 0.761
H 1.303 -0.788 -2.616
H -0.008 -2.030 -3.216
H 0.181 3.904 0.351
H 0.359 -1.061 -0.345
H -0.790 -3.156 1.148
H -2.552 3.263 2.453
H -1.124 -3.338 -1.439
H 2.694 4.284 3.290
H -2.691 1.744 2.660
H 0.126 2.456 0.864
*
```

## Properties
HOMO-LUMO gap: 10.41 eV
Energy above the lowest of the compared OMol25 structures with the same formula, charge and spin: 50.8 kcal per mole
SMILES string: CCCCO.O.O.O

Results of the Löwdin charge analysis, in e, for atoms 1 through 6: -0.080 -0.047 -0.088 -0.141 -0.124 -0.265

***

A single C2H4N2 molecule at a distorted geometry. Source: the OMol25 dataset; level of theory: ωB97M-V with the def2-TZVPD basis set.

```
! RIJCOSX wB97M-V def2-TZVPD def2/J DEFGRID3
* xyz 0 1
N 0.658 1.115 0.483
N -1.073 -1.018 0.557
C 0.262 -0.285 0.286
C -0.748 -0.890 -0.620
H 1.088 -0.968 0.491
H -1.167 -1.297 -1.524
H 0.037 1.936 0.828
H 0.942 1.406 -0.502
*
```

## Properties
HOMO-LUMO gap: 10.55 eV
Energy above the lowest of the compared OMol25 structures with the same formula, charge and spin: 66.1 kcal per mole
SMILES string: N[C@@H]1C=N1

Results of the Löwdin charge analysis, in e, for atoms 1 through 6: -0.019 0.124 -0.351 -0.142 0.103 0.096

***

A single C3H5NOS2 molecule at a distorted geometry. Source: the OMol25 dataset; level of theory: ωB97M-V with the def2-TZVPD basis set.

```
! RIJCOSX wB97M-V def2-TZVPD def2/J DEFGRID3
* xyz 0 1
S -0.154 1.720 1.672
S -0.886 1.973 -0.313
O -1.222 1.124 2.445
N -0.812 -0.890 -1.571
C 1.005 -0.505 0.205
C 0.793 0.195 1.316
C 0.212 -0.259 -1.021
H 0.595 0.429 -1.661
H 1.583 -1.423 0.028
H 1.415 -0.258 2.152
H -1.296 -0.587 -2.356
H -1.234 -1.519 -0.897
*
```

## Properties
HOMO-LUMO gap: 8.05 eV
Energy above the lowest of the compared OMol25 structures with the same formula, charge and spin: 80.5 kcal per mole
SMILES string: N/C=C/C=S(=O)=S

Results of the Löwdin charge analysis, in e, for atoms 1 through 6: 0.489 0.220 -0.608 0.135 -0.153 -0.306

***

10 unconnected molecules or ions with the total composition H20O10. Source: the OMol25 dataset; level of theory: ωB97M-V with the def2-TZVPD basis set.

```
! RIJCOSX wB97M-V def2-TZVPD def2/J DEFGRID3
* xyz 0 1
O 13.900 -19.707 24.385
O 9.450 -22.930 27.305
O 9.113 -20.362 25.856
O 14.889 -23.018 23.961
O 14.010 -23.972 26.632
O 13.145 -21.316 22.128
O 12.021 -21.522 25.681
O 10.541 -20.495 28.781
O 11.314 -24.393 25.750
O 9.764 -17.725 26.262
H 10.307 -17.498 25.503
H 15.755 -22.640 23.776
H 13.861 -21.318 21.484
H 11.559 -23.714 25.103
H 13.629 -18.813 24.624
H 11.447 -25.234 25.299
H 9.156 -21.327 25.972
H 14.847 -19.738 24.569
H 13.066 -23.769 26.580
H 14.352 -23.572 25.819
H 9.895 -23.573 26.726
H 9.757 -20.229 29.274
H 14.293 -22.670 23.281
H 13.439 -20.733 22.847
H 10.168 -22.472 27.766
H 10.565 -19.894 28.028
H 12.834 -21.093 25.365
H 9.610 -18.688 26.194
H 11.336 -20.847 25.603
H 8.564 -20.218 25.077
*
```

## Properties
HOMO-LUMO gap: 9.72 eV
Energy above the lowest of the compared OMol25 structures with the same formula, charge and spin: 46.5 kcal per mole
SMILES string: O.O.O.O.O.O.O.O.O.O

Results of the Löwdin charge analysis, in e, for atoms 1 through 6: -0.037 -0.071 -0.061 -0.044 -0.079 -0.061

***

2 unconnected molecules or ions with the total composition C3H10NO3 at a distorted geometry. Source: the OMol25 dataset; level of theory: ωB97M-V with the def2-TZVPD basis set.

```
! RIJCOSX wB97M-V def2-TZVPD def2/J DEFGRID3
* xyz 1 1
O -2.966 0.856 0.010
O -0.651 1.473 0.654
O -4.184 -0.989 -0.417
N 1.425 0.131 0.344
C -3.024 -0.304 -0.371
C 1.510 -1.335 0.146
C 0.000 0.430 -0.203
H -1.610 1.511 0.428
H 2.152 -1.604 -0.823
H 2.270 0.683 0.051
H -0.358 2.407 0.461
H 1.343 0.240 1.357
H 1.839 -1.847 1.048
H -2.308 -0.845 -0.877
H -4.952 -0.543 -0.070
H 0.133 0.856 -1.230
H 0.445 -1.694 -0.049
*
```

## Properties
HOMO-LUMO gap: 9.05 eV
Energy above the lowest of the compared OMol25 structures with the same formula, charge and spin: 118.2 kcal per mole

Results of the Löwdin charge analysis, in e, for atoms 1 through 6: 0.052 0.058 0.134 -0.046 -0.273 -0.067

***

A molecular structure, C40H57BrN4O11P2S2Ti at a distorted geometry. Source: the OMol25 dataset; level of theory: ωB97M-V with the def2-TZVPD basis set.

```
! RIJCOSX wB97M-V def2-TZVPD def2/J DEFGRID3
* xyz -2 3
Br -3.326 4.870 -5.912
Ti -0.326 -0.543 -0.352
S -2.684 0.254 1.027
S 4.719 0.451 -0.877
P 1.907 -2.287 -1.761
P -0.826 -2.831 -2.423
O -0.439 -1.923 -3.664
O 1.236 -0.941 -1.326
O -1.634 -4.015 -2.723
O -1.368 -1.856 -1.349
O 2.988 -2.871 -0.980
O -0.886 0.770 -1.492
O -0.763 -1.803 1.116
O 2.293 -2.018 -3.287
O -1.775 0.189 -3.501
O -0.354 2.247 0.828
O 0.637 -3.276 -1.860
N 3.142 2.703 -0.837
N 0.984 -0.003 1.290
N -1.552 4.767 -2.186
N 2.701 1.335 -2.441
C 4.451 -3.386 2.608
C 2.384 2.471 6.473
C 4.592 -4.883 2.882
C 1.527 3.321 3.691
C 3.889 0.809 5.407
C 0.449 2.263 1.787
C -1.394 3.482 -1.972
C 1.780 2.361 -2.534
C 2.253 2.136 3.994
C -1.679 4.354 2.544
C 0.408 -2.243 1.601
C 1.941 -3.878 2.404
C -3.741 -1.125 0.552
C 0.637 3.415 2.659
C 1.440 -1.294 1.661
C 2.074 1.031 3.214
C 3.003 -2.980 2.343
C -1.499 1.084 -2.651
C -2.361 2.880 -4.113
C -2.113 5.166 -3.356
C 3.186 2.150 5.204
C 4.264 3.225 5.001
C -1.114 -4.773 0.702
C -0.514 -4.560 2.099
C 0.632 -3.553 2.042
C -3.476 1.556 0.076
C 0.115 5.267 1.037
C 2.732 -1.665 1.980
C -1.754 2.458 -2.891
C -2.517 4.229 -4.298
C 3.521 1.515 -1.374
C 0.131 5.769 3.455
C 1.215 1.047 2.078
C -0.183 4.681 2.424
C 3.702 3.267 0.369
C 2.062 3.223 -1.541
C 4.985 -2.623 3.828
C -1.597 -4.027 3.050
C 5.304 -3.035 1.379
C -0.056 -5.921 2.627
H 0.379 -5.848 3.627
H 1.599 1.727 6.626
H -0.360 -5.137 0.003
H -1.520 -3.848 0.299
H -2.272 5.255 2.364
H 3.827 4.218 4.890
H 6.303 -3.471 1.477
H 5.418 -1.955 1.268
H -1.920 -5.512 0.754
H 2.652 0.439 -2.900
H -1.212 -3.958 4.071
H -0.497 6.639 3.250
H -2.800 2.406 0.069
H 4.037 -5.189 3.773
H 4.493 0.543 4.539
H -4.429 1.841 0.524
H 4.849 3.013 4.104
H 1.584 4.144 -1.261
H 2.985 3.211 1.189
H -2.232 6.228 -3.525
H 0.677 -6.383 1.964
H 4.833 -3.395 0.464
H 1.457 -1.852 -3.769
H -0.983 -1.031 -3.615
H -4.763 -0.964 0.900
H -3.718 -1.256 -0.529
H 3.177 0.000 5.581
H -3.630 1.232 -0.953
H 4.552 0.870 6.274
H -0.921 -6.587 2.684
H 2.144 -4.894 2.707
H 4.587 2.686 0.624
H 1.003 2.380 -3.276
H -0.078 5.439 4.475
H -0.944 3.184 -1.033
H -0.509 6.144 0.851
H 4.397 -2.852 4.721
H 4.943 3.248 5.859
H 4.238 -5.475 2.036
H 1.164 5.573 0.976
H -2.674 2.152 -4.845
H 4.937 -1.546 3.661
H 3.528 -0.940 1.862
H 3.979 4.309 0.199
H 3.040 2.466 7.348
H -1.908 3.983 3.547
H -1.931 -3.037 2.741
H 1.174 6.091 3.401
H -1.970 3.596 1.822
H -2.459 -4.702 3.052
H -0.087 4.547 0.252
H 2.576 0.111 3.458
H 6.029 -2.887 4.021
H -3.325 -2.017 1.013
H 5.646 -5.124 3.045
H 1.909 3.451 6.413
H 1.681 4.180 4.330
*
```

## Properties
HOMO-LUMO gap (spin up / spin down): 4.31 / 6.28 eV
Energy above the lowest of the compared OMol25 structures with the same formula, charge and spin: 0.0 kcal per mole
Expectation value of S²: 2.04

Results of the Löwdin charge analysis, in e, for atoms 1 through 6: 0.632 1.136 0.848 0.551 0.276 0.247

***

A single C3H2O2 molecule at a distorted geometry. Source: the OMol25 dataset; level of theory: ωB97M-V with the def2-TZVPD basis set.

```
! RIJCOSX wB97M-V def2-TZVPD def2/J DEFGRID3
* xyz 0 1
O 1.817 -0.344 -0.015
O -2.898 0.005 -0.013
C -1.755 -0.079 -0.014
C 0.708 0.410 -0.019
C -0.497 -0.153 0.002
H 0.974 1.519 -0.078
H 1.651 -1.358 0.137
*
```

## Properties
HOMO-LUMO gap: 9.20 eV
Energy above the lowest of the compared OMol25 structures with the same formula, charge and spin: 21.8 kcal per mole
SMILES string: O=C=C=CO

Results of the Löwdin charge analysis, in e, for atoms 1 through 6: -0.005 0.171 -0.267 -0.193 -0.032 0.152